Record 1
C3H6N2O2 in the gas phase, computed with the ωB97M-V functional and the def2-TZVPD basis.

Bonds (Å) are listed after each position.
Atoms and positions in Å:
1 C -0.64112 0.67678 -0.24943  C2 1.460, C3 1.479, H8 1.096, H9 1.140
2 C -0.06580 -0.63892 -0.51206  C1 1.460, N4 1.345, H10 1.118
3 C 0.38643 1.74076 -0.24029  C1 1.479, N5 1.346, H11 1.118
4 N 0.38462 -1.47459 0.44108  C2 1.345, H12 1.048, H13 0.970
5 N 0.63921 2.34494 -1.41669  C3 1.346, O6 1.247, O7 1.223
6 O 1.52459 3.22230 -1.39885  N5 1.247
7 O 0.00920 2.05468 -2.42437  N5 1.223
8 H -1.43825 0.84963 -0.98155  C1 1.096
9 H -1.29293 0.69795 0.68555  C1 1.140
10 H -0.02611 -0.95250 -1.58410  C2 1.118
11 H 0.90921 2.20380 0.63276  C3 1.118
12 H 1.01977 -2.26801 0.18456  N4 1.048
13 H 0.18974 -1.47368 1.39114  N4 0.970

Results
E_HOMO (spin up / spin down): -7.6 / -7.3 eV
frontier orbital gap (spin up / spin down): 6.636 / 6.130 eV
total charge: 0
E_LUMO (spin up / spin down): -0.9 / -1.2 eV


Record 2
C3H6N2O2 in the gas phase, computed with the ωB97M-V functional and the def2-TZVPD basis.

Bonds (Å) are listed after each position.
Atoms and positions in Å:
1 C 0.58696 -0.99551 -0.00444  N4 1.318, N5 1.418, O6 1.218
2 C -1.35820 0.53381 0.03662  N5 1.381, O7 1.212, H8 1.012
3 C 0.90803 1.42472 0.03893  N5 1.447, H9 1.151, H10 1.139, H11 1.087
4 N -0.25078 -2.01309 -0.01217  C1 1.318, H12 0.961, H13 1.079
5 N 0.00249 0.29565 0.02525  C1 1.418, C2 1.381, C3 1.447
6 O 1.80074 -1.09950 0.00197  C1 1.218
7 O -2.24452 -0.29265 0.00507  C2 1.212
8 H -1.59345 1.51677 -0.01620  C2 1.012
9 H 1.64596 1.44621 0.92212  C3 1.151
10 H 1.46578 1.35529 -0.95139  C3 1.139
11 H 0.38122 2.37602 0.04285  C3 1.087
12 H -0.10170 -2.96023 -0.07764  N4 0.961
13 H -1.24254 -1.58748 -0.01097  N4 1.079

Results
E_HOMO: -10.2 eV
frontier orbital gap: 10.948 eV
total charge: 0
SMILES string: CN(C=O)C(N)=O
E_LUMO: 0.8 eV


Record 3
A gas-phase ion, C3H6N2O2 (charge +1), computed with the ωB97M-V functional and the def2-TZVPD basis.

Bonds (Å) are listed after each position.
Atoms and positions in Å:
1 O -1.58234 0.70954 1.95446  C2 1.172
2 C -1.49604 -0.24547 1.28140  O1 1.172, C3 1.636, H8 1.100
3 C -0.01576 -0.78069 0.83708  C2 1.636, N4 1.396, H9 1.088, H10 1.092
4 N 0.77714 0.29060 0.42171  C3 1.396, C5 1.415, H11 1.020
5 C 0.87214 0.85269 -0.87325  N4 1.415, N6 1.352, O7 1.207
6 N 0.49351 0.08937 -1.92271  C5 1.352, H12 1.015, H13 1.005
7 O 1.23107 2.00353 -0.92922  C5 1.207
8 H -2.30574 -0.93502 0.99857  C2 1.100
9 H -0.06667 -1.55733 0.07628  C3 1.088
10 H 0.42143 -1.21894 1.73728  C3 1.092
11 H 1.25492 0.83421 1.14065  N4 1.020
12 H 0.62988 0.58174 -2.79978  N6 1.015
13 H -0.21355 -0.62424 -1.92247  N6 1.005

Results
spin multiplicity: 2
E_HOMO (spin up / spin down): -15.7 / -15.6 eV
frontier orbital gap (spin up / spin down): 11.000 / 6.658 eV
total charge: +1
E_LUMO (spin up / spin down): -4.7 / -8.9 eV


Record 4
C3H6N2O3 in the gas phase, computed with the ωB97M-V functional and the def2-TZVPD basis.

Bonds (Å) are listed after each position.
Atoms and positions in Å:
1 C 0.85820 0.56179 -0.11366  C2 1.412, N10 1.322, O13 1.306
2 C -0.33604 0.76792 0.61102  C1 1.412, H6 1.233, H7 1.067, N11 1.397
3 C -1.77663 -0.60250 -0.41900  H9 1.039, N11 1.377, O14 1.345
4 H 3.08140 -0.47601 -0.36891  O12 0.903
5 H 0.54035 -1.34478 0.30534  N10 1.024
6 H -0.15589 1.71287 1.38285  C2 1.233
7 H -0.45040 -0.04036 1.29883  C2 1.067
8 H -2.13964 1.59731 -0.53170  N11 1.148
9 H -2.66120 -0.75800 -0.94092  C3 1.039
10 N 1.25677 -0.69661 -0.03449  C1 1.322, H5 1.024, O12 1.405
11 N -1.47828 0.72227 -0.19226  C2 1.397, C3 1.377, H8 1.148
12 O 2.58662 -1.15094 -0.03004  H4 0.903, N10 1.405
13 O 1.66833 1.39064 -0.71481  C1 1.306
14 O -0.99358 -1.68361 -0.25226  C3 1.345

Results
E_HOMO: -8.9 eV
frontier orbital gap: 9.116 eV
total charge: 0
SMILES string: O=CNCC(=O)NO
E_LUMO: 0.2 eV


The records above give, respectively, energy relative to the best compared isomer or geometry (same formula, charge and spin) values of 7.045, 1.004, 0.504, 5.290 eV.
The records above give, respectively, strongest force on any atom values of 0.084, 0.110, 0.021, 0.170 Eh/bohr.
The records above give, respectively, DFT total energy values of -10277.75247, -10283.79335, -10274.24563, -12326.93818 eV.